Here is a single C5H7N3 molecule from the Open Molecules 2025 dataset. Energies are from ωB97M-V/def2-TZVPD.

Structure (XYZ):
```
15
Properties=species:S:1:pos:R:3:mulliken_charge:R:1
C 0.9922 0.5699 -0.2052 0.642
C -1.2188 0.1664 -0.0957 0.162
N 1.4080 0.3431 1.0698 -0.459
N 2.0571 0.7282 -1.0317 -0.674
C -2.4586 0.6557 0.0213 -1.073
N -0.1926 0.8474 -0.6766 -0.602
C -0.9469 -1.2409 0.1713 -0.375
C -0.7871 -2.4239 0.3071 0.284
H 2.6477 -0.0960 -1.0053 0.252
H 0.9175 0.9268 1.7399 0.241
H 2.4101 0.4258 1.1839 0.270
H 1.7084 0.8467 -1.9792 0.300
H -3.2721 0.0550 0.4123 0.298
H -2.6838 1.6597 -0.3201 0.309
H -0.5811 -3.4639 0.4082 0.424
```

The energy relative to the best compared isomer or geometry (same formula, charge and spin) is 323.5 kJ/mol. As for the HOMO energy: -7.91 eV. As for the orbital gap: 0.3191 Eh. The calculation puts the lowest unoccupied orbital energy at 0.77 eV. The max |F| comes out at 2.251 eV/Å. For the energy, the calculation gives -9766.035 eV.

Here is a single C5H7N3 molecule from the Open Molecules 2025 dataset. Energies are from ωB97M-V/def2-TZVPD.

Structure (XYZ):
```
15
Properties=species:S:1:pos:R:3:mulliken_charge:R:1
C -0.8325 -0.1517 0.9909 -0.602
C -0.5760 1.0282 -0.0009 -0.077
C -0.3842 -1.0125 -0.2963 -0.087
C 1.0869 -1.3468 -0.1989 -0.064
C 0.8661 1.5583 -0.0615 -0.069
H -1.8375 -0.4762 1.4186 0.293
H 0.0222 -0.2914 1.7607 0.300
H -1.2804 1.8260 -0.0478 0.451
H -1.6500 0.0532 -1.5238 0.290
H -1.0518 -1.8684 -0.4925 0.411
H 1.2562 -2.4389 -0.1398 0.341
H 1.0189 2.6849 -0.0757 0.358
N -0.6428 0.1717 -1.1958 -0.631
N 2.0790 -0.5894 -0.0326 -0.464
N 1.9259 0.8529 -0.1045 -0.452
```

The energy relative to the best compared isomer or geometry (same formula, charge and spin) is 446.0 kJ/mol. As for the HOMO energy: -9.22 eV. As for the orbital gap: 0.3492 Eh. The calculation puts the lowest unoccupied orbital energy at 0.28 eV. The max |F| comes out at 2.838 eV/Å. For the energy, the calculation gives -9764.765 eV.

Here is a molecular structure, C5H7N3 from the Open Molecules 2025 dataset. Energies are from ωB97M-V/def2-TZVPD.

Structure (XYZ):
```
15
Properties=species:S:1:pos:R:3:mulliken_charge:R:1
C -2.1301 -0.9186 -0.0112 -0.373
C -2.4371 0.4358 -0.0088 -0.266
C -0.1184 -0.0909 0.0059 0.448
C 1.2261 0.3585 0.0354 0.381
C 2.1412 -0.8232 0.0472 -0.976
N -0.8314 -1.1233 -0.0413 -0.416
N 1.4433 1.6033 -0.1493 -0.673
N -1.4214 1.2079 0.0563 -0.316
H -2.8939 -1.7658 -0.1485 0.314
H -3.4112 0.7188 -0.0338 0.486
H 2.1805 -1.2968 1.0075 0.281
H 3.2789 -0.6177 -0.1578 0.323
H 1.6659 -1.5617 -0.7449 0.273
H 2.4492 1.7186 -0.1884 0.249
H -1.1415 2.1553 0.3317 0.268
```

The energy relative to the best compared isomer or geometry (same formula, charge and spin) is 316.2 kJ/mol. As for the HOMO energy: -7.89 eV. As for the orbital gap: 0.3095 Eh. The calculation puts the lowest unoccupied orbital energy at 0.53 eV. The max |F| comes out at 5.832 eV/Å. For the energy, the calculation gives -9766.111 eV.

Here is a single C5H7N3O molecule from the Open Molecules 2025 dataset. Energies are from ωB97M-V/def2-TZVPD.

Structure (XYZ):
```
16
Properties=species:S:1:pos:R:3:mulliken_charge:R:1
C 1.1879 -0.7696 -2.9220 0.050
C 1.6860 -0.1986 -1.7930 -0.355
C -1.1450 -0.5901 -2.5979 0.813
C -0.4907 0.1369 1.6367 -1.097
C -1.1308 0.4469 0.2897 -0.287
N -0.1273 -0.9508 -3.1850 -0.523
N 0.9420 0.1114 -0.6986 -0.530
N -0.2986 0.2762 -0.8536 0.058
O -2.2914 -0.4767 -2.4404 -0.431
H 1.8372 -1.1987 -3.6729 0.390
H 2.7497 -0.1180 -1.6322 0.344
H -1.2473 0.1587 2.4150 0.369
H -0.0287 -0.8469 1.6078 0.338
H 0.2812 0.8626 1.8778 0.305
H -2.0043 -0.1886 0.0979 0.292
H -1.4896 1.4834 0.2533 0.266
```

The energy relative to the best compared isomer or geometry (same formula, charge and spin) is 208.3 kJ/mol. As for the HOMO energy: -8.86 eV. As for the orbital gap: 0.3191 Eh. The calculation puts the lowest unoccupied orbital energy at -0.18 eV. The max |F| comes out at 2.288 eV/Å. For the energy, the calculation gives -11814.231 eV.

Here is 2 unconnected molecules or ions with the total composition C5H7N3O from the Open Molecules 2025 dataset. Energies are from ωB97M-V/def2-TZVPD.

Structure (XYZ):
```
16
Properties=species:S:1:pos:R:3:mulliken_charge:R:1
C -0.7677 1.3950 -0.2116 -0.501
C -0.8854 0.8495 -1.4818 -0.358
C 0.3875 0.6815 0.3749 0.307
C 0.8468 -0.1381 -0.6428 0.185
C -2.6493 -1.8771 0.2886 -0.148
N -1.5735 -1.4594 0.5478 -0.105
N 0.7990 0.7361 1.7533 -0.572
N 1.7972 -1.0894 -0.6407 -0.558
O 0.0476 -0.0665 -1.7610 -0.348
H -1.4580 1.9765 0.3165 0.415
H -1.8404 0.8322 -2.0454 0.366
H -0.8304 -0.8571 0.7706 0.370
H 0.5736 1.7177 2.0750 0.260
H 1.8450 0.5488 1.8877 0.258
H 1.6345 -1.7560 -1.3767 0.248
H 2.0737 -1.4937 0.1456 0.180
```

The energy relative to the best compared isomer or geometry (same formula, charge and spin) is 284.8 kJ/mol. As for the HOMO energy: -7.63 eV. As for the orbital gap: 0.3060 Eh. The calculation puts the lowest unoccupied orbital energy at 0.70 eV. The max |F| comes out at 4.990 eV/Å. For the energy, the calculation gives -11813.438 eV.

Here is a single C5H7N3O3 molecule from the Open Molecules 2025 dataset. Energies are from ωB97M-V/def2-TZVPD.

Structure (XYZ):
```
18
Properties=species:S:1:pos:R:3:mulliken_charge:R:1
C -0.0555 1.1566 1.5908 -0.113
C -0.9094 1.7337 -0.7176 0.334
C 1.1919 -0.9244 -0.5079 0.491
C -0.0238 2.1209 0.4328 -0.503
C -0.4952 -0.5195 0.1625 0.552
N -0.3193 -0.1143 1.4741 -0.564
N -1.1693 0.3941 -0.8092 -0.106
N 1.0598 -1.9186 -1.3905 -0.312
O -1.4830 2.5868 -1.3497 -0.622
O 2.2768 -0.4102 -0.2894 -0.607
O -1.1165 -1.7543 0.1405 -0.556
H 0.1915 1.4955 2.6293 0.369
H -0.4226 3.0916 0.8673 0.358
H 1.0668 2.2106 0.1546 0.247
H -1.6922 0.1646 -1.6413 0.260
H 0.1032 -2.2932 -1.4090 0.252
H 1.7866 -2.2967 -1.8772 0.186
H -0.8960 -2.1808 0.9161 0.334
```

The energy relative to the best compared isomer or geometry (same formula, charge and spin) is 71.7 kJ/mol. As for the HOMO energy: -9.05 eV. As for the orbital gap: 0.3534 Eh. The calculation puts the lowest unoccupied orbital energy at 0.57 eV. The max |F| comes out at 4.686 eV/Å. For the energy, the calculation gives -15910.701 eV.

Here is 2 unconnected molecules or ions with the total composition C5H7N3O3 from the Open Molecules 2025 dataset. Energies are from ωB97M-V/def2-TZVPD.

Structure (XYZ):
```
18
Properties=species:S:1:pos:R:3:mulliken_charge:R:1
C -1.4424 -0.6034 0.6300 -0.685
C -1.1462 -1.3007 -0.4724 -0.587
C -0.2438 -0.3624 1.3323 0.609
C -1.0902 2.8436 0.0926 0.699
C 1.7914 -0.4564 -2.1830 -0.532
N 0.8276 -0.7007 0.7385 -0.684
N -0.0864 0.3849 2.5307 -0.478
N 0.5314 -1.3743 -0.3203 0.576
O -2.1998 2.9835 -0.1329 -0.372
O 0.0006 2.6017 0.3171 -0.337
O 1.4773 -1.4946 -1.3041 -0.376
H -2.3272 -0.4507 1.1101 0.553
H -1.5133 -2.0615 -1.2089 0.383
H 1.9172 -0.9831 -3.1289 0.302
H 2.6926 0.2772 -1.9099 0.221
H 0.8365 0.2023 -2.3329 0.214
H -0.8330 0.3659 3.2357 0.231
H 0.8077 0.1286 3.0063 0.264
```

The energy relative to the best compared isomer or geometry (same formula, charge and spin) is 392.0 kJ/mol. As for the HOMO energy: -7.87 eV. As for the orbital gap: 0.3135 Eh. The calculation puts the lowest unoccupied orbital energy at 0.66 eV. The max |F| comes out at 5.170 eV/Å. For the energy, the calculation gives -15907.381 eV.

Here is 2 unconnected molecules or ions with the total composition C5H7N3OS from the Open Molecules 2025 dataset. Energies are from ωB97M-V/def2-TZVPD.

Structure (XYZ):
```
17
Properties=species:S:1:pos:R:3:mulliken_charge:R:1
C -2.1409 -0.4893 0.8517 -0.445
C -0.9061 -1.0738 0.5569 0.718
C 0.2296 -0.5724 0.0129 0.278
C 1.4334 -0.9803 -0.7267 -1.154
C 1.2362 2.0475 -0.6699 -0.852
N -2.9468 -1.2891 1.5616 -0.288
N -2.4948 -2.3909 1.8882 -0.268
N 0.0038 1.3898 -0.3994 0.211
O -0.8949 2.0378 0.1137 -0.508
S -0.9069 -2.5615 1.3924 0.085
H -2.6458 0.4559 0.4254 0.386
H 1.4734 -0.4121 -1.6775 0.297
H 2.4165 -0.6449 -0.4065 0.326
H 1.3353 -2.0880 -0.7156 0.319
H 1.1518 3.2300 -0.6019 0.325
H 1.6315 1.7320 -1.6139 0.316
H 2.0247 1.6092 0.0087 0.254
```

The energy relative to the best compared isomer or geometry (same formula, charge and spin) is 712.0 kJ/mol. As for the HOMO energy (alpha / beta): -8.13 / -7.86 eV. As for the orbital gap (alpha / beta): 0.2997 / 0.2402 Eh. The calculation puts the lowest unoccupied orbital energy (alpha / beta) at 0.03 / -1.33 eV. The max |F| comes out at 5.546 eV/Å. For the energy, the calculation gives -22644.284 eV.